{
  "formula": "C9H9NO",
  "method": "ωB97M-V/def2-TZVPD",
  "e_above_lowest_kcal_mol": 151.8,
  "lumo_energy_ev": 0.6,
  "orbital_gap_ha": 0.35253,
  "homo_energy_ev": -9.03,
  "multiplicity": 1,
  "smiles": "C1=C\\[C@H]2C=C[C@H](C=C2)O/N=C/1",
  "e_tot_ev": -13010.6046,
  "elements": ["C", "C", "C", "C", "C", "C", "C", "C", "O", "N", "C", "H", "H", "H", "H", "H", "H", "H", "H", "H"],
  "xyz": [[-2.11369, -0.21717, -0.61686], [-1.33240, 0.66232, -1.30699], [0.05873, 0.99192, -0.93763], [0.22409, 1.36544, 0.54472], [0.83435, 0.56706, 1.37376], [1.14635, -0.81955, 1.09109], [1.61781, -0.77366, -0.31103], [1.16864, -0.01345, -1.28135], [0.26617, -1.80289, 1.54277], [-0.77805, -1.79347, 0.51749], [-1.69327, -0.90779, 0.61899], [-3.10866, -0.51538, -0.97460], [-1.59653, 1.20558, -2.16236], [0.34755, 1.99177, -1.43522], [0.07463, 2.40259, 0.65986], [1.11597, 1.06063, 2.34830], [1.93059, -1.20098, 1.71695], [2.36095, -1.45290, -0.65686], [1.53890, -0.13082, -2.32462], [-2.06212, -0.61926, 1.59358]],
  "nbo_charge": [-0.24, -0.12, -0.36, -0.14, -0.20, -0.02, -0.20, -0.14, -0.38, -0.16, 0.05, 0.22, 0.21, 0.22, 0.21, 0.22, 0.22, 0.21, 0.22, 0.19]
}

***

{
  "formula": "C4H8FNO",
  "method": "ωB97M-V/def2-TZVPD",
  "e_above_lowest_kcal_mol": 69.7,
  "lumo_energy_ev": 0.9,
  "orbital_gap_ha": 0.38582,
  "homo_energy_ev": -9.56,
  "multiplicity": 1,
  "smiles": "N[C@]1(CO)C[C@@H]1F",
  "e_tot_ev": -10529.4820,
  "elements": ["N", "C", "C", "O", "C", "C", "F", "H", "H", "H", "H", "H", "H", "H", "H"],
  "xyz": [[0.03389, 0.45051, 1.40539], [-0.11620, -0.11387, 0.22234], [-1.31902, 0.23016, -0.59445], [-1.47788, 1.58884, -0.45062], [0.74801, -1.22993, -0.23613], [1.05181, 0.22066, -0.72437], [2.07407, 0.72211, -0.00807], [1.01629, 0.87914, 1.39644], [0.14451, -0.29339, 2.19319], [-2.27431, -0.48806, -0.35747], [-1.15534, -0.04404, -1.62122], [-1.45550, 1.54178, 0.62916], [1.35197, -1.70616, 0.55574], [0.31917, -2.18329, -0.64974], [1.05853, 0.42551, -1.76019]],
  "nbo_charge": [-0.84, 0.02, -0.05, -0.71, -0.50, 0.20, -0.34, 0.40, 0.37, 0.13, 0.18, 0.49, 0.22, 0.23, 0.20]
}